{
  "formula": "C48H124N8O15",
  "method": "ωB97M-V/def2-TZVPD",
  "homo_energy_ev": -8.38,
  "lumo_ev": 0.5,
  "e_tot_ev": -94409.2732,
  "e_above_lowest_kcal_mol": 52.0,
  "orbital_gap_ev": 8.8658,
  "smiles": "COC[C@H](C)N.COC[C@H](C)N.COC[C@H](C)N.COCCNCCOC.COCCNCCOC.COCCNCCOC.COCCNCCOC.COCCNCCOC.CC(C)O.CC(C)O",
  "species": ["C", "O", "C", "C", "C", "N", "H", "H", "H", "H", "H", "H", "H", "H", "H", "H", "H", "C", "O", "C", "C", "C", "N", "H", "H", "H", "H", "H", "H", "H", "H", "H", "H", "H", "C", "O", "C", "C", "C", "N", "H", "H", "H", "H", "H", "H", "H", "H", "H", "H", "H", "C", "O", "C", "C", "N", "C", "C", "O", "C", "H", "H", "H", "H", "H", "H", "H", "H", "H", "H", "H", "H", "H", "H", "H", "C", "O", "C", "C", "N", "C", "C", "O", "C", "H", "H", "H", "H", "H", "H", "H", "H", "H", "H", "H", "H", "H", "H", "H", "C", "O", "C", "C", "N", "C", "C", "O", "C", "H", "H", "H", "H", "H", "H", "H", "H", "H", "H", "H", "H", "H", "H", "H", "C", "O", "C", "C", "N", "C", "C", "O", "C", "H", "H", "H", "H", "H", "H", "H", "H", "H", "H", "H", "H", "H", "H", "H", "C", "O", "C", "C", "N", "C", "C", "O", "C", "H", "H", "H", "H", "H", "H", "H", "H", "H", "H", "H", "H", "H", "H", "H", "C", "C", "C", "O", "H", "H", "H", "H", "H", "H", "H", "H", "C", "C", "C", "O", "H", "H", "H", "H", "H", "H", "H", "H"],
  "xyz": [[4.4798, 0.0426, -0.7960], [3.6664, -1.1050, -0.8870], [3.5549, -1.7926, -2.1190], [4.8210, -2.0028, -2.9949], [4.9174, -0.9609, -4.1121], [4.8276, -3.3059, -3.6448], [4.6329, 0.3207, 0.2424], [3.9719, 0.8792, -1.3041], [5.4084, -0.0622, -1.3628], [3.2797, -2.7775, -1.7280], [2.7409, -1.4660, -2.7803], [5.7226, -1.8691, -2.3943], [4.0755, -0.7785, -4.7742], [5.8412, -1.1841, -4.6551], [5.2528, -0.0115, -3.6742], [4.7781, -4.0889, -3.0111], [4.1407, -3.3363, -4.3835], [2.9296, -3.4486, 1.0979], [2.9916, -4.0221, 2.3843], [1.8275, -4.1252, 3.1839], [0.6535, -4.8494, 2.5309], [-0.6251, -4.9736, 3.3871], [0.9809, -6.2097, 2.0446], [2.0658, -3.8459, 0.5689], [3.8589, -3.6481, 0.5572], [3.0614, -2.3713, 1.2329], [1.9855, -4.4555, 4.2103], [1.5345, -3.0667, 3.2819], [0.4049, -4.3535, 1.5872], [-0.3463, -5.5337, 4.2842], [-1.3068, -5.6420, 2.8616], [-1.1112, -4.0221, 3.5918], [1.9300, -6.0994, 1.6860], [1.0254, -6.9032, 2.7850], [-6.1380, 5.1105, 1.9496], [-4.9501, 4.4930, 1.5317], [-5.1018, 3.0792, 1.4325], [-3.7799, 2.3199, 1.5473], [-2.7143, 2.9489, 2.4648], [-3.0984, 2.2449, 0.2113], [-7.0057, 5.1450, 1.2849], [-5.8440, 6.1641, 2.0472], [-6.4646, 4.9034, 2.9744], [-5.7249, 2.7128, 2.2551], [-5.5679, 2.8062, 0.4811], [-4.0541, 1.2850, 1.7743], [-3.0581, 2.9258, 3.4962], [-2.6187, 3.9866, 2.1326], [-1.7406, 2.5123, 2.2618], [-2.4704, 3.0419, 0.1945], [-3.7791, 2.4321, -0.5207], [4.4605, -5.0107, -9.7796], [3.1834, -4.7253, -9.2696], [3.2224, -3.9329, -8.1009], [1.8915, -3.2958, -7.8099], [0.8681, -4.1736, -7.2878], [0.9725, -4.5284, -5.8959], [0.3559, -3.5168, -4.9054], [0.5710, -4.1006, -3.6404], [-0.2557, -3.6128, -2.6175], [5.0799, -4.1031, -9.7914], [4.3955, -5.4078, -10.7869], [5.0416, -5.6709, -9.1232], [3.9912, -3.1490, -8.1368], [3.5437, -4.6260, -7.3066], [1.6308, -2.7170, -8.6984], [2.1353, -2.5175, -7.0666], [-0.0426, -4.0340, -7.6850], [2.0103, -4.5223, -5.5519], [0.5614, -5.5210, -5.7283], [-0.7100, -3.4343, -5.1590], [0.7516, -2.5079, -5.0618], [-0.6491, -2.6009, -2.7849], [0.2901, -3.5323, -1.6729], [-1.1527, -4.2119, -2.4515], [-7.1064, 7.3355, -3.4292], [-6.0529, 8.2078, -3.6831], [-5.6990, 9.0633, -2.5901], [-5.3873, 8.4008, -1.2712], [-4.0702, 7.7580, -1.3946], [-3.8954, 6.7112, -0.3632], [-2.8170, 5.7462, -0.8378], [-3.2503, 5.1583, -2.0448], [-2.2201, 4.3734, -2.6039], [-7.3790, 6.7734, -4.3235], [-8.0301, 7.8279, -3.0877], [-6.8228, 6.5995, -2.6629], [-6.4871, 9.8207, -2.4879], [-4.8308, 9.5860, -2.9913], [-6.1880, 7.6897, -1.0353], [-5.3060, 9.1570, -0.4884], [-4.1155, 7.2133, -2.2567], [-4.7566, 6.0509, -0.2229], [-3.6623, 7.2265, 0.5689], [-2.6384, 4.9657, -0.0904], [-1.8676, 6.2706, -1.0003], [-1.9802, 3.5074, -1.9769], [-1.3268, 4.9825, -2.7583], [-2.4745, 3.9201, -3.5618], [-2.8469, -4.2437, -0.4792], [-2.6646, -5.3680, -1.2996], [-2.5925, -6.5826, -0.5311], [-4.0004, -7.1090, -0.2715], [-5.0569, -6.8384, -1.2454], [-4.6212, -7.3547, -2.5626], [-5.7917, -7.3380, -3.5453], [-6.2342, -6.0268, -3.8005], [-5.5111, -5.3609, -4.8176], [-1.9458, -3.8980, 0.0425], [-3.6864, -4.3807, 0.2084], [-3.1047, -3.3280, -1.0221], [-2.0456, -6.3619, 0.3884], [-1.9993, -7.2705, -1.1354], [-4.3005, -6.7626, 0.7251], [-3.9649, -8.1876, -0.0799], [-5.0196, -5.8353, -1.4164], [-4.1334, -8.3274, -2.4855], [-3.8876, -6.6910, -3.0397], [-6.5771, -7.8611, -2.9913], [-5.5952, -7.8606, -4.4868], [-5.6643, -4.2917, -4.6987], [-5.6418, -5.8549, -5.7800], [-4.4249, -5.4044, -4.6294], [5.8732, 1.7459, 6.1241], [4.5596, 2.2725, 6.1219], [3.5346, 1.3498, 6.4362], [3.5593, 0.0544, 5.6188], [3.4942, 0.3614, 4.2396], [3.5978, -0.6557, 3.2107], [4.9090, -1.4727, 3.3577], [5.9550, -0.6328, 2.9579], [7.2345, -1.1901, 3.2681], [6.5728, 2.5302, 5.8482], [5.9512, 0.9751, 5.3483], [6.1753, 1.2762, 7.0633], [2.6148, 1.9148, 6.2970], [3.5818, 1.0399, 7.4855], [2.8282, -0.7238, 5.8764], [4.5090, -0.4456, 5.9079], [3.9490, 1.2200, 3.9721], [3.5904, -0.1034, 2.2713], [2.7139, -1.2956, 3.2835], [4.7457, -2.3892, 2.7689], [5.0124, -1.9762, 4.3283], [7.1746, -1.5451, 4.2979], [7.9582, -0.3782, 3.2018], [7.5476, -1.9489, 2.5497], [-0.1049, 8.1900, 1.2438], [1.0106, 7.4975, 1.7925], [1.1265, 7.6071, 3.1807], [1.8761, 6.4068, 3.7948], [1.0051, 5.2055, 3.7819], [1.8146, 3.9905, 4.1259], [2.5339, 3.4318, 2.9256], [1.8235, 3.5587, 1.7121], [2.5385, 3.0705, 0.6107], [-0.0010, 9.2631, 1.0687], [-0.9369, 7.9914, 1.9256], [-0.3042, 7.7212, 0.2825], [0.1781, 7.5936, 3.7309], [1.6689, 8.5101, 3.4810], [2.0132, 6.7119, 4.8348], [2.8379, 6.2173, 3.3096], [0.7849, 5.1365, 2.7895], [1.0353, 3.3036, 4.4680], [2.4595, 4.2258, 4.9691], [2.6079, 2.3477, 3.0936], [3.5228, 3.8977, 2.8206], [3.0371, 2.1088, 0.7771], [3.3347, 3.7666, 0.3242], [1.8708, 2.9366, -0.2362], [-0.0177, 0.4442, 3.8639], [-0.6508, -0.8846, 4.2432], [-0.8173, -0.9118, 5.7424], [-1.9800, -0.9770, 3.7205], [0.2894, 0.4749, 2.8131], [0.8845, 0.6542, 4.4428], [-0.7024, 1.2807, 3.9838], [-0.0617, -1.7530, 3.9393], [-1.4986, -0.1611, 6.1438], [0.0931, -0.8527, 6.3461], [-1.2067, -1.8804, 6.0806], [-2.0208, -0.8575, 2.7596], [-0.1730, 0.8938, -0.5263], [-0.6943, -0.4821, -0.0847], [0.3017, -1.2950, 0.6715], [-1.8872, -0.3254, 0.6646], [0.0477, 1.6013, 0.2747], [-0.8126, 1.3906, -1.2546], [0.7813, 0.7002, -1.0317], [-0.9828, -1.0460, -0.9844], [1.0193, -0.6979, 1.2415], [0.9503, -1.8515, -0.0091], [-0.1872, -2.0303, 1.3139], [-2.3829, 0.4955, 0.4467]],
  "lowdin_charge": [-0.09, -0.21, -0.18, -0.43, -0.07, 0.04, 0.07, 0.09, 0.07, 0.11, 0.12, 0.13, 0.08, 0.08, 0.07, 0.07, 0.06, -0.11, -0.21, -0.18, -0.44, -0.04, 0.04, 0.08, 0.10, 0.06, 0.13, 0.09, 0.10, 0.08, 0.06, 0.07, 0.06, 0.07, -0.13, -0.20, -0.18, -0.36, -0.03, 0.03, 0.09, 0.08, 0.09, 0.12, 0.13, 0.13, 0.09, 0.07, 0.07, 0.04, 0.08, -0.13, -0.18, -0.25, -0.21, -0.05, -0.20, -0.23, -0.18, -0.11, 0.08, 0.09, 0.09, 0.12, 0.12, 0.13, 0.10, 0.11, 0.11, 0.12, 0.12, 0.11, 0.08, 0.08, 0.07, -0.14, -0.19, -0.21, -0.22, -0.04, -0.19, -0.23, -0.18, -0.10, 0.09, 0.09, 0.08, 0.12, 0.13, 0.10, 0.12, 0.10, 0.10, 0.12, 0.10, 0.11, 0.06, 0.09, 0.09, -0.12, -0.23, -0.18, -0.23, -0.02, -0.21, -0.23, -0.19, -0.11, 0.08, 0.10, 0.09, 0.11, 0.12, 0.11, 0.12, 0.10, 0.12, 0.10, 0.12, 0.12, 0.09, 0.09, 0.08, -0.10, -0.19, -0.20, -0.23, -0.08, -0.16, -0.23, -0.18, -0.09, 0.09, 0.07, 0.09, 0.11, 0.12, 0.12, 0.10, 0.10, 0.10, 0.10, 0.10, 0.12, 0.09, 0.09, 0.09, -0.09, -0.18, -0.25, -0.21, -0.05, -0.18, -0.22, -0.19, -0.11, 0.09, 0.08, 0.07, 0.12, 0.12, 0.11, 0.12, 0.08, 0.10, 0.12, 0.10, 0.13, 0.07, 0.10, 0.08, -0.05, -0.48, -0.07, -0.06, 0.06, 0.06, 0.07, 0.10, 0.09, 0.07, 0.08, 0.05, -0.04, -0.47, -0.05, -0.08, 0.07, 0.06, 0.08, 0.12, 0.07, 0.06, 0.08, 0.04]
}